Entry from the Open Molecules 2025 dataset: C4H4Br9Cl3 as an isolated structure (the ωB97M-V functional and the def2-TZVPD basis).

Max |F| in hartree/bohr: 0.0420
HOMO in hartree: -0.37982
Spin multiplicity: 1
Orbital gap in eV: 9.652
Relative energy (zero: lowest compared OMol25 entry of this formula, charge and spin) in kJ/mol: 47.4

Positions of all 20 atoms, in Å:
1 Br -5.36 11.03 -6.99
2 Br 6.07 18.86 -6.35
3 Br 6.79 15.80 -6.74
4 Br 1.48 11.89 -4.75
5 Br 3.32 9.27 -5.53
6 Br 3.30 10.59 -2.43
7 Br -3.99 8.95 -5.03
8 Br 5.68 16.70 -3.84
9 Br -3.06 9.20 -8.30
10 Cl 4.97 10.12 5.21
11 Cl 5.95 7.47 4.34
12 Cl 7.86 9.61 4.62
13 C -4.53 9.29 -7.00
14 C 6.09 9.19 4.18
15 C 5.59 17.01 -5.80
16 C 2.20 10.19 -4.04
17 H 6.04 9.49 3.13
18 H 4.58 16.85 -6.16
19 H 1.40 9.50 -3.74
20 H -5.25 8.51 -7.24

=====

Entry from the Open Molecules 2025 dataset: one molecule with the formula C2H2N4O2 (the ωB97M-V functional and the def2-TZVPD basis).

Max |F| in hartree/bohr: 0.1044
HOMO in hartree: -0.35345
Spin multiplicity: 1
Orbital gap in eV: 8.087
Relative energy (zero: lowest compared OMol25 entry of this formula, charge and spin) in kJ/mol: 697.4
SMILES string: O/N=c1\ncnno1

Positions of all 10 atoms, in Å:
1 O 1.04 0.03 -1.04
2 O -1.31 2.14 0.23
3 N -0.27 1.66 -0.55
4 N -0.53 -0.35 0.69
5 N 1.35 -1.32 -1.24
6 N 1.01 -2.06 -0.24
7 C 0.18 -1.44 0.84
8 C -0.03 0.52 -0.22
9 H -0.19 -2.34 1.58
10 H -1.23 3.16 -0.06

=====

Entry from the Open Molecules 2025 dataset: C2H15NSi4 as an isolated structure (the ωB97M-V functional and the def2-TZVPD basis).

Max |F| in hartree/bohr: 0.0731
HOMO in hartree: -0.32037
Spin multiplicity: 1
Orbital gap in eV: 8.325
Relative energy (zero: lowest compared OMol25 entry of this formula, charge and spin) in kJ/mol: 145.0

Positions of all 22 atoms, in Å:
1 Si 3.21 -0.09 1.94
2 Si -2.68 0.80 -0.65
3 Si 1.47 0.47 -0.30
4 Si 4.50 -0.58 -0.58
5 N 2.98 -0.15 0.24
6 C -3.80 -0.01 0.73
7 C -4.17 1.37 -1.83
8 H -1.68 -0.11 -1.15
9 H 2.25 0.92 2.69
10 H -3.32 0.04 1.77
11 H 4.62 0.00 2.40
12 H -4.19 -1.00 0.38
13 H -4.81 0.43 0.83
14 H 1.69 0.09 -1.76
15 H -4.42 2.47 -1.56
16 H 4.68 -2.06 -0.62
17 H 2.84 -1.27 2.64
18 H -2.02 1.94 -0.03
19 H 4.09 -0.06 -1.92
20 H -3.90 1.26 -2.96
21 H 5.76 -0.21 -0.09
22 H -5.00 0.75 -1.71

=====

Entry from the Open Molecules 2025 dataset: C26H44Br10F12Fe2O8 as an isolated structure (the ωB97M-V functional and the def2-TZVPD basis).

⟨S²⟩: 20.02
Max |F| in hartree/bohr: 0.0851
HOMO (alpha / beta) in hartree: -0.35466 / -0.32702
Spin multiplicity: 9
Orbital gap (alpha / beta) in eV: 9.928 / 9.138
Relative energy (zero: lowest compared OMol25 entry of this formula, charge and spin) in kJ/mol: 0.0

Positions of all 102 atoms, in Å:
1 Br -13.82 1.11 2.00
2 Br -25.75 -5.08 8.19
3 Br -25.77 -7.38 3.41
4 Br -17.52 -3.84 -2.43
5 Br -15.87 -0.78 4.97
6 Br -21.31 -7.34 2.36
7 Br -14.78 -4.18 4.83
8 Br -21.68 -4.74 -0.74
9 Br -23.66 -7.57 7.00
10 Br -17.82 1.24 -0.20
11 Fe -17.71 1.04 5.24
12 Fe -20.44 -0.71 5.49
13 F -24.29 0.63 7.58
14 F -18.67 -1.60 0.89
15 F -19.57 4.53 2.87
16 F -22.22 1.14 7.90
17 F -18.47 -2.87 2.65
18 F -18.94 -1.32 9.17
19 F -17.29 -1.88 7.83
20 F -17.61 4.15 2.03
21 F -17.17 -1.12 2.46
22 F -16.97 -0.59 9.51
23 F -18.92 2.54 2.33
24 F -23.15 -0.59 8.93
25 O -17.08 1.09 7.24
26 O -18.87 0.05 6.74
27 O -21.76 -1.50 6.83
28 O -19.12 0.00 3.95
29 O -20.52 -1.57 3.47
30 O -22.36 0.10 5.52
31 O -18.88 2.87 5.05
32 O -16.95 2.48 4.06
33 C -20.64 3.05 6.66
34 C -18.97 -4.15 -1.22
35 C -21.37 -2.22 2.58
36 C -23.90 -7.93 3.33
37 C -14.33 -1.49 4.03
38 C -17.88 3.39 4.15
39 C -15.17 2.57 7.25
40 C -20.24 -4.39 -2.00
41 C -19.79 3.81 5.66
42 C -19.53 -0.76 2.94
43 C -22.75 -0.74 6.68
44 C -18.51 3.66 2.83
45 C -16.33 1.74 0.98
46 C -16.20 1.79 8.11
47 C -23.02 -5.81 7.60
48 C -22.76 1.36 3.55
49 C -23.89 -5.26 8.71
50 C -22.50 -2.80 3.36
51 C -23.12 -6.77 2.78
52 C -14.58 -2.85 3.45
53 C -15.36 0.65 0.89
54 C -18.18 0.33 7.78
55 C -17.80 -0.89 8.56
56 C -18.44 -1.58 2.23
57 C -23.18 1.11 4.99
58 C -23.12 0.13 7.79
59 H -23.56 -4.26 8.93
60 H -15.62 1.14 8.76
61 H -14.38 2.89 7.94
62 H -22.14 -3.44 4.16
63 H -18.74 -5.00 -0.58
64 H -17.49 4.32 4.61
65 H -23.63 -8.12 4.35
66 H -23.14 -2.00 3.76
67 H -20.01 2.64 7.46
68 H -21.01 2.12 6.20
69 H -16.73 1.91 1.97
70 H -23.14 -3.38 2.70
71 H -15.77 -0.30 1.19
72 H -23.35 2.15 3.09
73 H -16.77 2.50 8.73
74 H -23.65 -1.22 6.24
75 H -23.10 2.01 5.60
76 H -21.70 1.67 3.48
77 H -23.03 -5.97 3.49
78 H -20.43 4.23 4.88
79 H -24.25 0.84 4.97
80 H -22.96 -5.18 6.74
81 H -20.83 -3.06 2.12
82 H -13.54 -1.48 4.77
83 H -18.69 1.01 8.48
84 H -22.83 0.45 2.95
85 H -19.95 -0.10 2.16
86 H -15.60 3.47 6.82
87 H -23.54 -6.39 1.86
88 H -21.49 3.62 6.99
89 H -19.22 4.59 6.17
90 H -23.85 -5.92 9.56
91 H -14.03 -0.80 3.24
92 H -19.14 -3.36 -0.48
93 H -15.48 -2.81 2.84
94 H -13.78 -3.18 2.80
95 H -14.94 0.54 -0.10
96 H -16.01 2.68 0.57
97 H -21.76 -1.59 1.77
98 H -20.16 -5.27 -2.63
99 H -14.75 1.92 6.49
100 H -22.04 -6.06 8.01
101 H -20.55 -3.57 -2.63
102 H -23.86 -8.77 2.65

=====

Entry from the Open Molecules 2025 dataset: C23H49FN5O17S2Zr as an isolated structure (the ωB97M-V functional and the def2-TZVPD basis).

Max |F| in hartree/bohr: 0.2094
HOMO in hartree: -0.53752
Spin multiplicity: 1
Orbital gap in eV: 4.460
Relative energy (zero: lowest compared OMol25 entry of this formula, charge and spin) in kJ/mol: 157.3
Charge: +3

Positions of all 98 atoms, in Å:
1 Zr -2.48 1.22 -1.71
2 S 3.86 4.45 -1.43
3 S -0.72 -3.87 0.90
4 F -0.32 0.84 3.75
5 O 3.27 3.12 -0.74
6 O -3.25 -0.21 -0.17
7 O 0.31 -4.15 2.11
8 O -0.94 1.24 -3.30
9 O -0.85 -2.46 0.73
10 O 1.82 4.28 3.06
11 O -2.05 -4.49 1.68
12 O -0.31 3.83 2.67
13 O -0.78 0.94 -0.43
14 O 0.76 2.71 4.27
15 O 4.41 4.09 -2.69
16 O 5.01 4.60 -0.28
17 O -1.51 3.23 -1.77
18 O 3.33 -2.15 5.07
19 O 2.91 5.53 -1.40
20 O -0.50 -4.68 -0.25
21 O -2.13 -0.87 -2.40
22 N 2.92 -3.13 3.09
23 N -0.11 0.48 -5.24
24 N -1.25 5.42 -2.20
25 N -2.52 -3.03 -2.97
26 N -4.07 -1.97 1.03
27 C 0.42 0.48 0.12
28 C -1.31 2.93 3.17
29 C -0.51 2.12 4.22
30 C -2.13 -4.36 -3.45
31 C -1.71 -2.04 -2.62
32 C 0.93 0.43 -6.29
33 C -0.25 4.52 -0.18
34 C 3.11 -3.16 4.43
35 C 2.77 -1.87 2.38
36 C -2.90 -0.25 2.19
37 C 3.73 2.87 0.56
38 C -1.72 5.46 -3.57
39 C 4.60 4.05 0.98
40 C 0.84 3.69 3.35
41 C 0.03 1.14 -4.11
42 C -0.99 4.35 -1.47
43 C -3.46 -0.82 0.92
44 C -1.68 -5.30 2.79
45 C -0.15 -5.23 2.92
46 C 1.38 1.66 -3.68
47 C 3.08 -4.51 5.09
48 C -0.22 -2.33 -2.54
49 C -4.66 -2.74 -0.07
50 H -3.38 -0.56 3.11
51 H -1.63 2.31 2.34
52 H 3.21 -5.38 4.44
53 H 5.53 3.78 1.48
54 H 4.12 4.76 1.66
55 H -1.86 -0.56 2.33
56 H 0.22 -5.24 3.94
57 H 0.02 3.58 0.28
58 H -4.19 -3.71 -0.22
59 H -2.14 3.50 3.58
60 H -5.72 -2.75 0.20
61 H -1.88 -6.36 2.59
62 H 0.64 5.10 -0.40
63 H 0.32 0.35 1.20
64 H -4.67 -2.14 -0.98
65 H -0.90 6.27 -1.77
66 H -2.86 -4.78 -4.13
67 H 0.77 -0.41 -0.40
68 H 3.26 -1.09 2.96
69 H 0.26 -6.14 2.48
70 H -1.05 2.07 5.17
71 H -3.51 -2.84 -2.94
72 H -1.95 -4.97 -2.56
73 H -1.32 6.31 -4.12
74 H -2.80 5.57 -3.51
75 H 1.44 1.37 -6.50
76 H -4.01 -2.38 1.95
77 H 1.65 -0.32 -5.97
78 H -2.88 0.84 2.24
79 H 2.20 -4.70 5.72
80 H -1.20 -4.34 -4.02
81 H 2.42 -3.92 2.72
82 H 4.34 1.97 0.61
83 H 2.91 2.73 1.27
84 H 0.29 -1.88 -3.39
85 H 1.74 -1.60 2.15
86 H -2.29 -5.09 3.67
87 H 0.46 0.07 -7.20
88 H -0.13 -3.40 -2.46
89 H -0.88 5.09 0.50
90 H -1.03 0.16 -5.48
91 H 1.48 1.57 -2.59
92 H 3.92 -4.51 5.79
93 H -1.46 4.59 -4.17
94 H 0.28 -1.96 -1.65
95 H 1.20 1.25 0.05
96 H 1.58 2.70 -3.93
97 H 2.21 1.02 -3.97
98 H 3.28 -2.01 1.43

=====

Entry from the Open Molecules 2025 dataset: one molecule with the formula C4H7NO (the ωB97M-V functional and the def2-TZVPD basis).

Max |F| in hartree/bohr: 0.0416
HOMO in hartree: -0.39610
Spin multiplicity: 1
Orbital gap in eV: 11.633
Relative energy (zero: lowest compared OMol25 entry of this formula, charge and spin) in kJ/mol: 154.7
SMILES string: CCOCC#N

Positions of all 13 atoms, in Å:
1 O 0.11 0.44 0.61
2 N 3.01 -0.87 -0.90
3 C 1.39 0.87 0.26
4 C 2.26 -0.15 -0.38
5 C -0.56 -0.10 -0.51
6 C -1.90 -0.66 -0.06
7 H 1.85 1.21 1.18
8 H -1.77 -1.39 0.74
9 H -2.43 -1.13 -0.89
10 H -2.55 0.13 0.34
11 H -0.70 0.69 -1.27
12 H 0.13 -0.83 -0.96
13 H 1.32 1.72 -0.44

=====

Q: The lowest max |F| belongs to which entry?
A: C4H7NO